Density functional theory data (the ωB97M-V functional and the def2-TZVPD basis) for a single C5H6O molecule in a non-equilibrium geometry.

## Properties
**Electronic energy**: -7325.0455 eV
**Structure (SMILES)**: C=C=C[C@H]1CO1
**Kohn-Sham gap**: 9.75 eV
**Relative energy (zero: lowest compared OMol25 entry of this formula, charge and spin)**: 409.01 kJ/mol

Structure (ORCA input):
```
! wB97M-V def2-TZVPD RIJCOSX def2/J DEFGRID3
* xyz 0 1
C -2.69782 0.34853 -0.14271
C -1.42750 0.08142 -0.11770
C -0.26306 -0.49868 -0.12108
C 1.05178 0.21735 -0.32420
C 2.26538 -0.17154 0.39220
O 2.14830 -0.41027 -0.99522
H -3.12892 0.48241 -1.12277
H -3.31088 0.39087 0.74581
H -0.79928 -1.23363 0.59266
H 0.97356 1.27094 -0.62664
H 2.21488 -1.06879 1.00512
H 2.97357 0.59140 0.71453
*
```